Entry 1:
Density functional theory data (the ωB97M-V functional and the def2-TZVPD basis) for a molecular structure, C15H18IN5NaOS.

Structure (XYZ):
```
42
Properties=species:S:1:pos:R:3
C 2.1381 -1.5147 0.5119
C -1.7487 -0.7091 4.0362
C -1.4948 -0.3448 2.7269
H 1.4365 5.3631 0.0119
S -2.6412 -0.4267 -0.8183
N 0.0228 2.4409 -0.1878
C -0.6704 -0.9131 4.8832
N -0.2645 -0.1390 2.2483
H -6.2719 2.3851 0.1807
H -7.9329 0.4918 0.3766
N -5.1347 -1.1152 -0.4277
C 0.6090 -0.7158 4.3927
C 0.7756 -0.3000 3.0759
C -1.0403 3.2291 -0.1381
C 0.7207 4.5606 -0.0412
C 2.8516 -1.0788 1.7826
H -2.3025 -0.2082 2.0165
H 2.8278 -0.1577 -0.6963
H 2.6970 -2.3217 0.0336
C -5.9588 1.3570 0.0317
C -0.6536 4.5761 -0.0428
H -0.8200 -1.2066 5.9138
O 1.9506 -0.4277 -0.4120
H -2.7634 -0.8260 4.3901
N -4.6892 1.1743 -0.2404
H -2.0377 2.8177 -0.1793
H -4.7671 -2.0286 -0.6506
H 2.7782 0.3365 3.3837
C -4.2280 -0.0739 -0.4654
C 2.1418 0.0487 2.5466
C -6.4361 -0.9402 -0.1284
I -1.8744 6.2479 0.0658
H 2.0360 0.9184 1.8948
N 1.0789 3.2643 -0.1287
Na -0.1052 0.1946 -0.0667
H 3.8596 -0.7392 1.5261
C -6.8998 0.3119 0.1263
H 1.1434 -1.8975 0.7479
H 2.0099 2.8900 -0.1605
H 2.9645 -1.9523 2.4292
H -7.0598 -1.8228 -0.1083
H 1.4749 -0.8626 5.0246
```

Charge: +1
Energy relative to the best compared isomer or geometry (same formula, charge and spin) in eV: 0.000
E_LUMO in eV: -2.92
2S+1: 1

Atom charges from the natural (NBO) analysis, given in e for atoms 1 to 2: atom 1 (C): -0.08, atom 2 (C): -0.26

Entry 2:
Density functional theory data (the ωB97M-V functional and the def2-TZVPD basis) for C15H18N2O5 in the gas phase.

Structure (XYZ):
```
40
Properties=species:S:1:pos:R:3
C 4.6251 0.8134 0.3233
H 3.8709 -2.8799 -0.4315
H -5.1354 0.4857 1.3775
N 1.7346 -1.3976 -0.3418
O 1.4615 1.3000 -1.0679
H -1.5473 -0.6533 1.1973
H 4.8133 1.8553 0.5333
C 5.6571 -0.1050 0.3002
C -3.5409 1.3989 -0.8013
O -3.4484 0.0201 -1.0905
O 2.2533 2.4698 0.6786
C 0.6367 -0.9856 0.3149
H -2.7764 1.9140 -1.3838
H 6.6685 0.2118 0.5020
H 6.1901 -2.1531 -0.0368
O -0.4921 -2.7259 -0.9029
C -3.9546 -0.7214 0.0089
C -0.5838 -1.8223 -0.0906
H -4.9375 -1.1394 -0.2564
H -0.0812 2.4244 -0.2852
C -3.0089 -1.8991 0.2897
C 3.3167 0.4229 0.0565
H 0.8597 3.2151 -1.5679
H -4.5318 1.7787 -1.0931
H -2.2903 1.4698 0.9589
N -1.6766 -1.4387 0.5696
H -0.2406 1.8633 -1.9839
H -2.9439 -2.5394 -0.5931
H -3.7694 2.4316 1.1126
C 3.0399 -0.9261 -0.1845
H -3.3995 -2.4825 1.1312
C 5.3875 -1.4320 0.0030
C 4.0881 -1.8417 -0.2264
C -4.0845 0.2601 1.1958
C -3.3512 1.5123 0.7099
C 2.2852 1.4954 -0.0247
C 0.4362 2.2652 -1.2335
O 0.5512 -0.0868 1.1316
H -3.6617 -0.1495 2.1110
H 1.5804 -2.2285 -0.9098
```

Charge: 0
Energy relative to the best compared isomer or geometry (same formula, charge and spin) in eV: 0.879
E_LUMO in eV: 0.45
2S+1: 1

Atom charges from the natural (NBO) analysis, given in e for atoms 1 to 2: atom 1 (C): -0.14, atom 2 (H): 0.22

Entry 3:
Density functional theory data (the ωB97M-V functional and the def2-TZVPD basis) for C15H18N4O2 in the gas phase in a non-equilibrium geometry.

Structure (XYZ):
```
39
Properties=species:S:1:pos:R:3
C -2.4106 -0.5116 -1.2406
C -0.1329 -1.0671 1.4136
C 2.4151 -1.2699 2.5690
H 1.9138 2.4914 1.1184
H 0.1985 2.9655 0.8632
O -0.7319 -2.7991 2.8920
H -1.0763 2.9241 -3.9176
H 1.8757 -3.9219 3.9426
H -3.4243 -0.1067 -4.3827
H -2.7993 2.6889 -3.8398
N 2.1912 -0.4814 1.4801
C 0.8618 0.1350 1.3598
C -0.4038 0.7338 -0.6838
H -4.1539 -1.0529 -3.0696
N 0.7045 1.0123 0.1728
C 3.2668 -0.2222 0.5311
H 2.9473 -0.0665 -0.5323
N -1.1821 -1.1975 0.6556
C -1.3321 -0.2992 -0.3803
C -3.7669 -0.0541 -3.3461
H 0.1248 2.2391 -2.0954
C -1.8459 2.1862 -3.8785
O 3.5773 -1.4002 3.0113
H 0.8153 -2.9860 5.0031
C -0.5988 1.4829 -1.8753
H -3.0210 -1.3671 -1.0113
C 0.1695 -2.0254 2.5120
H 3.8177 0.6691 0.8486
C 1.0567 2.4445 0.4051
H -1.7867 1.5619 -4.8093
C -1.6770 1.3127 -2.6847
H 1.3236 2.8801 -0.5379
N 1.3997 -1.9906 3.1620
H 0.6782 0.7027 2.2635
C 1.6651 -2.9211 4.2862
C -2.6097 0.2746 -2.3866
H -4.5690 0.6931 -3.2700
H 2.5249 -2.6026 4.8898
H 3.9949 -1.0548 0.5619
```

Charge: 0
Energy relative to the best compared isomer or geometry (same formula, charge and spin) in eV: 1.410
E_LUMO in eV: -0.50
2S+1: 1

Atom charges from the natural (NBO) analysis, given in e for atoms 1 to 2: atom 1 (C): -0.17, atom 2 (C): 0.16

Entry 4:
Density functional theory data (the ωB97M-V functional and the def2-TZVPD basis) for C15H18N4O3S in the gas phase.

Structure (XYZ):
```
41
Properties=species:S:1:pos:R:3
C 1.9387 0.9139 -1.5585
N -0.4193 0.5302 -1.1098
H 0.6489 3.6488 2.0323
H -3.5024 -1.9157 2.9199
C -3.1827 -2.4261 2.0053
H 0.5871 -1.3977 -3.4974
H 0.2718 -0.8948 2.1316
C -0.5482 -1.4919 1.7307
C 2.9963 2.5276 -0.1587
H -1.6594 -3.8279 1.3877
C 1.9119 -0.0802 -2.6233
C 0.7549 1.1732 -0.8303
N 0.6607 -0.6905 -2.7748
C 1.6672 3.6527 1.6567
H 4.6989 0.3896 -1.8598
S -1.8886 -1.2489 -2.3984
C -3.0940 -0.4752 -1.2670
C -3.5041 -1.4665 -0.1842
H 3.8585 3.0995 0.1500
N 0.6915 2.0364 0.1777
O -4.4007 -2.2588 -0.4065
C -1.7540 -0.5960 1.4190
H -3.9751 -0.2764 -1.8774
H 2.3488 3.3644 2.4551
H -3.9926 -3.0497 1.6263
C 1.7824 2.6991 0.5121
O -0.8578 -2.4573 2.7070
C 4.3899 1.4315 -1.9222
C -1.9360 -3.2671 2.2937
O 2.8225 -0.4179 -3.3461
H -1.4641 0.1311 0.6640
H -2.1230 -3.9671 3.1090
H -2.6436 0.4476 -0.9137
C -0.4263 -0.3615 -2.0326
H -2.0504 -0.0708 2.3342
C 3.0998 1.6295 -1.2060
H -0.2160 -1.9868 0.8038
H 5.1658 2.0671 -1.5028
H 4.2695 1.6545 -2.9809
N -2.8586 -1.4304 0.9986
H 1.9314 4.6587 1.3359
```

Charge: 0
Energy relative to the best compared isomer or geometry (same formula, charge and spin) in eV: 0.000
E_LUMO in eV: 0.26
2S+1: 1

Atom charges from the natural (NBO) analysis, given in e for atoms 1 to 2: atom 1 (C): -0.27, atom 2 (N): -0.56

Entry 5:
Density functional theory data (the ωB97M-V functional and the def2-TZVPD basis) for C15H18N4O4 in the gas phase in a non-equilibrium geometry.

Structure (XYZ):
```
41
Properties=species:S:1:pos:R:3
C 2.1926 -0.8801 -0.0539
C 1.8123 -2.1281 -0.5056
H 1.1549 0.3434 -1.6391
C -1.5492 -2.6072 1.1522
C 3.6326 1.8512 0.3919
H -4.3406 -1.2760 -1.0721
H -0.4970 0.8192 0.1970
H 4.1136 3.4504 1.5664
C -1.7633 -1.6524 -1.0596
C -1.6076 0.8515 -0.0660
H 4.5096 1.2122 0.6131
O 2.5330 -3.0598 -1.0361
C -4.5046 0.8839 -0.3373
C -3.8430 -0.3345 -0.7524
O -4.5801 3.0572 0.3191
C -0.7885 -1.9052 0.0186
N 1.6193 2.6377 -0.3230
N 3.6209 -1.2639 0.5208
C -2.4241 -0.3661 -0.5442
C -2.2751 2.1235 0.1825
H 0.3631 -3.4848 -1.0856
N 0.4779 -2.6281 -0.4375
H 1.6056 -0.3220 0.7411
H -5.5833 0.9289 -0.4872
O -2.6954 -2.6731 1.2760
C 2.4503 1.5462 -0.3162
H -0.4347 -0.9083 0.6044
O -0.6827 -3.2319 1.9998
H -2.6130 -2.4996 -1.0678
H 4.3579 -2.1942 0.1704
H -1.2254 -1.5250 -2.1181
H 0.0845 -3.7881 1.3191
C -3.6838 2.0087 -0.0079
H 1.9207 4.5101 0.8550
H 3.3340 -1.5070 1.6368
H 3.1440 0.1205 -1.9574
C 2.2129 0.2760 -1.2750
C 2.2454 3.5516 0.4398
H -4.0538 3.9582 0.8134
H -1.6230 3.0130 0.3285
N 3.3830 3.0920 0.9959
```

Charge: 0
Energy relative to the best compared isomer or geometry (same formula, charge and spin) in eV: 9.664
E_LUMO in eV: 0.49
2S+1: 1

Atom charges from the natural (NBO) analysis, given in e for atoms 1 to 2: atom 1 (C): -0.17, atom 2 (C): 0.66

Entry 6:
Density functional theory data (the ωB97M-V functional and the def2-TZVPD basis) for C15H18N6O3S in the gas phase in a non-equilibrium geometry.

Structure (XYZ):
```
43
Properties=species:S:1:pos:R:3
C -3.2364 -1.6052 -0.2510
N 0.4450 -0.4267 1.1754
H 4.6403 2.2856 -0.6523
S -0.0699 3.0164 -0.3917
H 3.0713 0.6643 -1.5999
N -4.9760 -0.6116 0.7209
C -1.8978 -1.9069 -0.7897
H 1.5730 -1.4079 -2.1565
C 2.5859 -1.3588 0.4189
O -5.2229 -1.9064 0.4781
C 4.1957 -2.7921 0.9393
N -3.1941 0.8729 0.4231
C 0.4566 1.4753 0.2087
O 3.9451 -2.9270 -0.3756
H 4.2296 3.3760 1.5259
H -3.5704 1.4170 1.1859
C 2.9663 -2.0591 -0.6969
H 3.2168 -1.6641 -2.7811
H -2.3554 3.6054 -0.4596
N -0.2504 0.7079 0.9942
H 2.9663 3.8513 0.3854
C 3.3879 3.0159 0.9403
N -4.1735 -2.4980 -0.1093
H -1.1511 -1.7172 -0.0175
H 3.3531 -1.5276 2.5078
C 3.3903 -1.8483 1.4878
C 2.7006 1.4289 -0.9130
C 3.8391 1.9151 -0.0112
H 4.2269 1.0682 0.5598
C 2.4568 -2.0367 -2.0935
H -1.8575 -2.9484 -1.0939
N 1.6216 0.8699 -0.1458
C -2.2998 1.4466 -0.4304
H 2.1945 -3.0460 -2.4065
C 1.5603 -0.3383 0.5046
H 4.9585 -3.4165 1.3591
C -1.8181 2.8083 0.0556
H -1.6825 -1.2546 -1.6339
H 2.2929 2.2643 -1.4895
O -1.9574 0.9647 -1.4816
H -1.9135 2.9165 1.1348
H 2.6311 2.6467 1.6292
C -3.7655 -0.3740 0.2821
```

Charge: 0
Energy relative to the best compared isomer or geometry (same formula, charge and spin) in eV: 1.521
E_LUMO in eV: 0.45
2S+1: 1

Atom charges from the natural (NBO) analysis, given in e for atoms 1 to 2: atom 1 (C): 0.12, atom 2 (N): -0.27

E_HOMO across the listed records, respectively: -11.1 -9.0 -8.0 -8.9 -8.1 -8.7 eV.